{
  "formula": "C8H16N2OS",
  "method": "ωB97M-V/def2-TZVPD",
  "e_above_lowest_ev": 4.473,
  "orbital_gap_ev": [8.26, 7.75],
  "lumo_energy_ev": [-0.364, -0.994],
  "largest_force_ev_per_a": 3.088,
  "symbols": ["C", "C", "C", "C", "C", "C", "C", "C", "N", "N", "O", "S", "H", "H", "H", "H", "H", "H", "H", "H", "H", "H", "H", "H", "H", "H", "H", "H"],
  "xyz": [[-3.275563, 0.274554, -0.705837], [-3.389778, -0.460018, 0.387367], [-1.846062, 0.410022, -1.114806], [-2.046622, -0.915476, 0.862634], [1.519866, 0.094238, -1.609913], [2.774775, 0.788989, 0.452434], [1.705576, -1.500796, 0.369422], [1.661315, -0.068147, -0.115124], [0.012098, 0.429769, 2.119244], [-1.101097, -0.287556, -0.057600], [-0.062676, 2.781151, -0.323217], [0.088383, 0.670113, 0.615251], [-4.073905, 0.734442, -1.260599], [-4.290544, -0.722419, 0.910302], [-1.656710, -0.061911, -2.085398], [-1.502321, 1.454786, -1.153678], [-1.824666, -0.597034, 1.886061], [-1.935293, -2.005326, 0.810183], [0.784158, -0.600941, -2.005596], [1.193147, 1.112435, -1.816237], [2.470522, -0.079885, -2.111430], [2.635147, 1.822083, 0.138255], [3.745828, 0.438861, 0.100212], [2.771840, 0.753781, 1.541360], [1.643436, -1.527394, 1.456855], [0.872470, -2.068523, -0.039113], [2.636897, -1.973649, 0.060479], [0.489788, 1.103851, 2.688500]],
  "forces_ev_per_angstrom": [[-0.047, -0.074, 0.170], [0.221, 0.096, -0.162], [0.036, 0.449, -0.716], [-0.106, -0.518, 0.666], [-0.100, 0.044, -0.075], [-0.109, 0.176, 0.087], [-0.048, -0.034, 0.093], [-0.441, 0.150, 0.154], [-0.174, -0.256, 0.053], [0.405, 0.388, 0.062], [0.317, -2.812, 1.234], [0.269, 2.361, -1.035], [-0.143, 0.065, -0.074], [-0.225, -0.030, 0.041], [-0.004, 0.050, -0.001], [-0.172, -0.169, -0.200], [-0.136, -0.185, -0.110], [-0.041, 0.044, 0.076], [-0.052, -0.082, -0.087], [0.037, 0.121, -0.183], [0.086, -0.041, 0.019], [0.068, 0.113, -0.014], [-0.048, -0.063, -0.043], [0.079, -0.032, 0.065], [0.060, -0.070, 0.033], [-0.025, -0.087, -0.051], [0.077, 0.013, -0.062], [0.217, 0.382, 0.059]],
  "lowdin_charge": [-0.062, -0.063, -0.216, -0.206, -0.082, -0.083, -0.080, -0.675, -0.246, -0.280, -0.399, 1.016, 0.106, 0.104, 0.118, 0.074, 0.089, 0.121, 0.077, 0.071, 0.094, 0.081, 0.094, 0.078, 0.076, 0.078, 0.093, 0.023]
}